Record 1
# C3H2N4O

C3H2N4O in the gas phase in a non-equilibrium geometry (ωB97M-V/def2-TZVPD, OMol25).

Properties
- Maximum force: 0.0816 hartree/bohr
- HOMO-LUMO gap: 0.3219 Ha
- Structure (SMILES): O=c1cnncnn1
- DFT total energy: -11145.6663 eV

The geometry in ORCA input format:
```
! wB97M-V def2-TZVPD RIJCOSX def2/J DEFGRID3
* xyz 0 1
O 1.47916 0.41040 1.52353
N -0.72674 -1.28978 -0.49955
H 2.29807 -0.19272 -1.29259
N -1.44124 1.02982 0.14207
N 0.41342 -0.83978 -1.06166
C 0.87131 0.65605 0.53485
N -0.39159 1.50656 0.51619
C 1.33344 0.02330 -0.80224
H -2.27818 -0.81376 0.83381
C -1.55765 -0.49008 0.10560
*
```


Record 2
# C3H2N4O

A molecular structure, C3H2N4O in a non-equilibrium geometry (ωB97M-V/def2-TZVPD, OMol25).

Properties
- Maximum force: 0.1599 hartree/bohr
- HOMO-LUMO gap: 0.2962 Ha
- DFT total energy: -11142.6785 eV

The geometry in ORCA input format:
```
! wB97M-V def2-TZVPD RIJCOSX def2/J DEFGRID3
* xyz 0 1
N -1.60048 -1.15339 0.16276
O 2.18352 -0.37551 0.39104
C 0.92770 -0.29351 -0.13096
H -0.10252 -2.39408 0.06284
C 0.56105 1.05008 -0.32835
C -0.24715 -1.39065 -0.06274
H 1.44174 1.66174 -0.73391
N -1.02165 0.84498 0.74528
N -1.77497 0.22755 -0.22634
N -0.36725 1.82280 0.12039
*
```


Record 3
# C3H2N4O

C3H2N4O in the gas phase in a non-equilibrium geometry (ωB97M-V/def2-TZVPD, OMol25).

Properties
- Maximum force: 0.1168 hartree/bohr
- HOMO-LUMO gap: 0.3329 Ha
- Structure (SMILES): O=c1nccnnn1
- DFT total energy: -11146.6233 eV

The geometry in ORCA input format:
```
! wB97M-V def2-TZVPD RIJCOSX def2/J DEFGRID3
* xyz 0 1
N 1.35499 -0.02040 0.00248
N -1.50566 -0.00475 0.06774
H 1.21894 1.62816 -1.21200
C 0.73401 0.92660 -0.49187
N -1.22021 -1.32303 -0.45726
N -0.18125 -1.96490 -0.06817
O 0.64705 -1.06255 1.93573
H -1.02920 2.00657 -0.19146
C -0.69414 0.88091 -0.29660
C 0.67548 -1.06661 0.71141
*
```


Let's list HOMO in order: -9.61; -10.49; -10.16 eV.
Let's list ΔE to the lowest compared entry with this formula, charge and spin in order: 83.15; 152.05; 61.08 kcal/mol.